No. 1
# C23H34F3IMnN3O2Si2Te

A structure of composition C23H34F3IMnN3O2Si2Te (the ωB97M-V functional and the def2-TZVPD basis, the Open Molecules 2025 dataset).

Values from the calculation:
* electronic energy: -3807.02916 a.u.
* Kohn-Sham gap (spin up / spin down): 6.03 / 6.27 eV
* strongest force on any atom: 0.8 eV Å⁻¹
* HOMO (spin up / spin down): -4.28 / -4.75 eV
* charge: -1
* E_LUMO (spin up / spin down): 1.750 / 1.526 eV
* multiplicity: 6

Geometry (Å):
1 Mn 0.96301 0.32742 -0.79580
2 O 4.13640 -2.60400 -2.04625
3 C 3.73824 -3.65480 -1.29990
4 C 4.47461 -4.83638 -1.42221
5 C 4.13433 -5.94757 -0.67941
6 C 3.05576 -5.90430 0.20357
7 C 2.33322 -4.73336 0.32369
8 C 2.65105 -3.59510 -0.41985
9 C 1.85182 -2.34340 -0.26944
10 O 2.13103 -1.37333 -1.08067
11 N 0.97039 -2.31131 0.68833
12 N 0.25587 -1.11724 0.64570
13 C -0.30286 -0.79653 1.75577
14 C -0.97641 0.45246 2.01928
15 C -1.26370 0.77585 3.35176
16 C -1.67357 2.02642 3.71838
17 C -1.78145 3.00268 2.70699
18 C -1.55733 2.66150 1.41549
19 N -1.21816 1.38029 1.03972
20 H 3.50109 -1.87104 -1.86627
21 H 5.31042 -4.84484 -2.10888
22 H 4.71502 -6.85621 -0.78468
23 H 2.78533 -6.77450 0.78633
24 H 1.49356 -4.66813 1.00126
25 H -0.18238 -1.46489 2.60706
26 H -1.09768 0.00305 4.09042
27 H -1.87625 2.26640 4.75196
28 H -2.05595 4.02336 2.92984
29 H -1.64946 3.35513 0.59410
30 C 3.97827 5.18881 -1.92365
31 Si 2.34205 4.43250 -2.40674
32 C 1.15892 4.60691 -0.97631
33 C 1.65557 5.37313 -3.86502
34 C 2.56634 2.65774 -2.90564
35 Te 0.60586 1.66468 -3.15347
36 C 1.15118 0.87781 -5.04976
37 Si 2.19163 -0.66554 -5.10757
38 C 1.28464 -2.07379 -4.32996
39 C 3.83886 -0.34572 -4.31218
40 C 2.48913 -1.05228 -6.91476
41 H 3.86790 6.23701 -1.63335
42 H 4.68399 5.14109 -2.75688
43 H 4.40987 4.64477 -1.08062
44 H 0.87652 5.65546 -0.84964
45 H 1.60022 4.24581 -0.04563
46 H 0.24230 4.03935 -1.16108
47 H 1.43839 6.41097 -3.59981
48 H 0.72705 4.91500 -4.21496
49 H 2.36551 5.38002 -4.69648
50 H 3.15333 2.11164 -2.16896
51 H 3.08851 2.60102 -3.86309
52 H 1.65251 1.71272 -5.54757
53 H 0.19040 0.69986 -5.53616
54 H 0.91720 -1.80669 -3.33722
55 H 1.93627 -2.94456 -4.22807
56 H 0.41927 -2.34183 -4.93920
57 H 3.74164 -0.03869 -3.26769
58 H 4.36969 0.45067 -4.84029
59 H 4.45085 -1.25081 -4.34339
60 H 1.54288 -1.21137 -7.43710
61 H 3.09443 -1.95485 -7.03209
62 H 3.01448 -0.22907 -7.40687
63 I -2.13697 -0.05645 -3.67679
64 C -1.05424 1.09175 -0.32032
65 H -1.54586 0.16556 -0.62096
66 H -1.38117 1.92713 -0.93414
67 F 1.44607 2.37687 1.47366
68 C 2.19432 1.62188 0.57859
69 F 3.18033 2.50949 0.20752
70 F 2.84530 0.69013 1.40542

Atomic partial charges in e from the Löwdin method, atoms 1 to 6: 0.623, 0.040, -0.260, -0.022, -0.099, -0.106


No. 2
# C23H34N3ORh

A structure of composition C23H34N3ORh (the ωB97M-V functional and the def2-TZVPD basis, the Open Molecules 2025 dataset).

Values from the calculation:
* electronic energy: -1246.28022 a.u.
* Kohn-Sham gap (spin up / spin down): 5.88 / 5.88 eV
* strongest force on any atom: 1.0 eV Å⁻¹
* HOMO (spin up / spin down): -14.16 / -14.16 eV
* charge: +2
* E_LUMO (spin up / spin down): -8.280 / -8.281 eV

Geometry (Å):
1 Rh 0.31995 -0.33017 -1.17688
2 C 3.09875 -2.43494 -0.04293
3 C 1.80786 -3.22779 0.16839
4 C 0.89614 -3.28039 -1.05330
5 C 0.99824 -2.83093 1.38526
6 C 0.71244 -3.81398 2.31770
7 C -0.05914 -3.53989 3.43721
8 C -0.59351 -2.27839 3.61165
9 C -0.35203 -1.25455 2.70094
10 C -1.08467 0.06099 2.90637
11 C -2.59664 -0.17567 2.97367
12 C -0.61231 0.79030 4.16780
13 C 0.49731 -1.53236 1.60835
14 N 0.87898 -0.47180 0.73659
15 C 1.22026 0.72372 1.21981
16 C 1.13513 1.82131 0.39500
17 C 1.33361 3.21062 0.47867
18 C 0.94045 3.74468 -0.73550
19 C 0.50624 2.68736 -1.56809
20 N 0.64333 1.55754 -0.87624
21 C 0.02689 2.73294 -2.99326
22 C -0.75491 1.46102 -3.33984
23 C 1.26460 2.84170 -3.90271
24 C -0.86613 3.95956 -3.20320
25 H 3.70508 -2.90948 -0.81658
26 H 3.68770 -2.42251 0.87335
27 H 2.91987 -1.40188 -0.33332
28 H 2.11462 -4.26235 0.33966
29 H 0.49549 -2.26253 -1.29112
30 H 0.01025 -3.88753 -0.87472
31 H 1.40132 -3.62863 -1.95396
32 H 1.11481 -4.80913 2.17620
33 H -0.25475 -4.31784 4.16282
34 H -1.22605 -2.08619 4.46838
35 H -0.91115 0.71290 2.04768
36 H -2.87926 -0.71857 3.87519
37 H -2.94009 -0.75882 2.11912
38 H -3.12601 0.77798 2.98691
39 H -0.84014 0.20510 5.05945
40 H -1.11843 1.75102 4.26360
41 H 0.46363 0.97189 4.16911
42 H 1.52475 0.78466 2.25711
43 H 1.72015 3.74085 1.33471
44 H 0.96150 4.78251 -1.02412
45 H -0.11577 0.55584 -3.26809
46 H -1.08597 1.49042 -4.37808
47 H -1.63606 1.34497 -2.70847
48 H 1.87990 1.94256 -3.84333
49 H 1.87479 3.70268 -3.63281
50 H 0.94372 2.96829 -4.93768
51 H -1.69349 3.98337 -2.49264
52 H -1.28276 3.93872 -4.21083
53 H -0.29762 4.88346 -3.10389
54 O 2.12971 -0.46861 -2.54284
55 H 3.01641 -0.15380 -2.31705
56 H 2.24555 -1.21853 -3.14182
57 C -4.17827 -0.63159 -0.32389
58 C -2.75496 -0.56062 -0.58613
59 N -1.63149 -0.51329 -0.79028
60 H -4.66831 -1.17384 -1.13282
61 H -4.58395 0.37827 -0.26285
62 H -4.34552 -1.15067 0.61855

Atomic partial charges in e from the Löwdin method, atoms 1 to 6: 1.143, -0.046, -0.350, -0.020, -0.139, -0.004


No. 3
# C23H34N4O5PS2

A cluster of 2 separate species, C23H34N4O5PS2 in total (the ωB97M-V functional and the def2-TZVPD basis, the Open Molecules 2025 dataset).

Values from the calculation:
* electronic energy: -2628.84451 a.u.
* Kohn-Sham gap: 6.43 eV
* strongest force on any atom: 9.8 eV Å⁻¹
* HOMO: -10.34 eV
* charge: +1
* E_LUMO: -3.914 eV

Geometry (Å):
1 C -0.78918 4.03639 1.32817
2 C -0.60702 3.32405 0.11044
3 C -0.47796 2.50243 -1.34022
4 C 0.89780 1.66190 -1.78224
5 C 2.14142 1.66410 -0.71818
6 C 2.83542 0.20491 -0.43732
7 P 1.62900 -1.17020 0.12686
8 O 1.20118 -0.78577 1.63348
9 O 0.18058 -1.32100 -0.82381
10 C -0.76343 -2.27461 -0.15146
11 C -2.22354 -2.37367 -0.94967
12 O 2.34073 -2.76411 0.23179
13 C 3.42343 -2.95260 -0.74612
14 C 3.40513 -4.51700 -1.33740
15 C 0.92866 0.91829 -3.28091
16 C 2.26383 0.05489 -3.78427
17 C 3.62757 0.96818 -3.89864
18 C -0.39586 1.03387 -4.29069
19 C -0.49425 0.39807 -5.79483
20 S -2.12646 -0.54303 -6.11502
21 O -1.87952 -2.02037 -6.52886
22 O -2.90145 0.27446 -7.21798
23 C -1.71650 1.88668 -3.76634
24 N -3.03165 2.20876 -4.43873
25 S -4.17818 3.16056 -3.52457
26 N -3.13699 3.34074 -2.09073
27 C -1.81782 2.63320 -2.31309
28 H -1.31460 4.42531 2.32191
29 H 2.97807 2.37673 -1.18489
30 H 1.89273 2.12622 0.33262
31 H 3.57405 0.37549 0.48626
32 H 3.56196 -0.12499 -1.32566
33 H -0.24747 -3.33947 -0.04825
34 H -1.03365 -1.94581 0.94708
35 H -2.38554 -1.35858 -1.50965
36 H -2.22528 -3.32203 -1.63986
37 H -3.05983 -2.44832 -0.10374
38 H 4.46480 -2.86921 -0.16894
39 H 3.36665 -2.26495 -1.69139
40 H 2.66634 -5.21400 -0.74453
41 H 4.47743 -4.97205 -1.45210
42 H 2.96155 -4.44281 -2.44235
43 H 2.35294 -0.83504 -2.99327
44 H 2.11835 -0.46233 -4.82361
45 H 3.97002 1.47095 -2.89956
46 H 3.48812 1.70002 -4.80100
47 H 4.50009 0.20839 -4.19350
48 H -0.44915 1.28604 -6.57993
49 H 0.35035 -0.35491 -6.08529
50 H -2.89290 -0.39845 -4.93648
51 C -2.49483 1.31064 3.17381
52 C -1.42743 0.33751 3.63465
53 N -1.33718 0.18416 5.09406
54 C -0.56073 -0.77293 5.73440
55 C -0.68815 -0.55942 7.07759
56 N -1.54546 0.51408 7.22941
57 C -1.94480 0.94320 6.02073
58 C -1.96462 1.11641 8.48863
59 H -2.31128 2.31409 3.57064
60 H -2.50288 1.37760 2.08169
61 H -3.48675 0.98881 3.50597
62 H -0.44473 0.67064 3.28216
63 H -1.62466 -0.65208 3.20753
64 H -0.00401 -1.47966 5.14277
65 H -0.27345 -1.03381 7.95091
66 H -2.62695 1.76678 5.84290
67 H -3.05109 1.03174 8.57822
68 H -1.67309 2.17025 8.49032
69 H -1.48789 0.60665 9.33006

Atomic partial charges in e from the Löwdin method, atoms 1 to 6: 0.045, -0.063, -0.047, -0.040, -0.189, -0.235